Computed, not measured: 7 unconnected molecules or ions with the total composition C24H51N6O12S3 in a non-equilibrium geometry, with the ωB97M-V functional and the def2-TZVPD basis.

Structure (ORCA input):
```
! RIJCOSX wB97M-V def2-TZVPD def2/J DEFGRID3
* xyz -1 1
C 0.495 1.310 -1.849
C -0.249 1.917 -3.066
S -1.181 3.397 -2.578
C -2.948 3.105 -2.889
C -3.762 2.382 -1.748
C -4.708 3.480 -1.181
O -4.465 3.959 -0.059
O -5.644 3.765 -1.951
O -2.828 1.848 -0.774
S -2.847 0.260 -0.787
O -2.064 -0.345 -1.822
O -2.633 -0.161 0.554
O -4.370 0.095 -1.259
C -4.679 1.195 -2.157
S -4.776 0.686 -3.900
H 0.149 1.772 -0.923
H 1.570 1.476 -1.946
H 0.334 0.239 -1.762
H -0.875 1.176 -3.558
H 0.517 2.198 -3.793
H -3.352 4.113 -2.965
H -3.081 2.646 -3.866
H -5.709 1.421 -1.904
H -3.771 -0.214 -3.911
C -1.145 4.617 2.127
O -0.018 4.183 2.301
N -1.646 5.687 2.779
C -2.992 6.173 2.543
C -0.803 6.366 3.742
H -1.855 4.166 1.414
H -2.952 7.205 2.186
H -3.566 6.140 3.472
H -3.490 5.556 1.793
H 0.102 6.735 3.256
H -0.503 5.675 4.532
H -1.347 7.201 4.177
C 0.120 5.832 -5.134
O -0.658 5.646 -6.048
N 1.447 5.583 -5.196
C 2.324 5.822 -4.070
C 1.997 5.052 -6.428
H -0.200 6.225 -4.156
H 3.096 6.547 -4.341
H 2.805 4.891 -3.763
H 1.753 6.212 -3.230
H 1.808 5.744 -7.251
H 1.521 4.101 -6.670
H 3.068 4.904 -6.316
C 1.697 -1.869 -0.783
O 1.756 -1.977 -1.995
N 1.416 -2.877 0.062
C 1.359 -2.690 1.504
C 1.154 -4.191 -0.490
H 1.875 -0.911 -0.268
H 2.086 -3.331 1.992
H 0.362 -2.942 1.869
H 1.572 -1.653 1.756
H 2.021 -4.538 -1.056
H 0.301 -4.147 -1.169
H 0.942 -4.888 0.317
C 2.851 -3.516 5.165
O 2.051 -3.669 4.261
N 4.168 -3.779 5.076
C 5.072 -3.581 6.195
C 4.693 -4.278 3.816
H 2.551 -3.140 6.158
H 5.846 -2.859 5.927
H 5.544 -4.528 6.462
H 4.526 -3.210 7.059
H 4.502 -3.558 3.020
H 4.203 -5.216 3.552
H 5.764 -4.441 3.907
C 4.194 -5.473 9.766
O 5.241 -5.187 9.218
N 3.260 -6.294 9.248
C 2.027 -6.598 9.947
C 3.501 -6.889 7.944
H 3.918 -5.069 10.754
H 1.955 -7.672 10.130
H 1.170 -6.283 9.349
H 2.000 -6.076 10.902
H 4.413 -7.487 7.970
H 3.629 -6.107 7.194
H 2.660 -7.519 7.668
C -5.023 -0.977 -7.615
O -5.340 -0.440 -6.576
N -3.828 -1.569 -7.833
C -3.494 -2.196 -9.093
C -2.850 -1.566 -6.756
H -5.698 -1.026 -8.487
H -3.273 -3.255 -8.939
H -2.620 -1.713 -9.534
H -4.329 -2.110 -9.785
H -3.258 -2.073 -5.880
H -2.609 -0.540 -6.473
H -1.946 -2.074 -7.081
*
```

## Properties
Highest occupied orbital energy in eV: -5.25
LUMO level in eV: 1.56
Kohn-Sham gap in hartree: 0.250